C60H66Br6 | ωB97M-V/def2-TZVPD

```
132
Properties=species:S:1:pos:R:3:forces:R:3:lowdin_charge:R:1
C 17.203130 27.759082 -2.700994 0.0 -0.7 0.1 -0.1322
C 16.974577 28.903461 -3.453628 0.5 -0.2 0.1 -0.1080
C 17.712365 30.040891 -3.173343 0.0 0.0 -0.3 -0.1041
C 18.637013 30.031554 -2.137760 -0.4 0.4 0.5 -0.0897
C 18.719177 28.944305 -1.284374 0.0 -0.8 0.0 -0.0836
C 18.050460 27.753076 -1.595918 -0.2 1.1 -0.3 -0.0827
H 16.751683 26.821675 -3.002080 -0.2 0.1 0.0 0.0188
H 16.318488 28.873503 -4.313421 -0.1 0.0 0.0 0.0568
H 17.547943 30.913461 -3.795902 0.3 0.1 0.1 0.0756
H 19.226753 30.910277 -1.907037 -0.1 0.1 -0.1 0.1023
H 19.296649 28.992618 -0.369584 0.2 0.1 -0.2 0.1017
H 18.161751 26.867276 -0.987402 0.1 0.0 0.0 0.0954
C 14.544110 36.739154 -5.142107 0.2 0.3 -0.2 -0.0988
C 13.806169 36.724117 -3.957100 0.3 -0.5 -0.9 -0.0802
C 13.639100 35.497438 -3.337638 -0.3 -0.2 0.9 -0.0955
C 14.245817 34.338464 -3.803841 -0.3 0.3 -0.8 -0.0860
C 14.998996 34.382592 -4.970982 -0.2 0.1 0.4 -0.0919
C 15.141982 35.593854 -5.651480 0.0 -0.5 0.3 -0.1006
H 14.685649 37.663518 -5.691119 -0.1 0.1 0.1 0.1004
H 13.348347 37.640150 -3.614241 -0.1 -0.1 0.2 0.1007
H 13.024996 35.385753 -2.449724 0.0 0.3 0.0 0.1031
H 14.064384 33.384349 -3.325042 0.0 0.5 0.0 0.0637
H 15.454818 33.449700 -5.273813 0.2 0.1 -0.4 0.0437
H 15.723349 35.625141 -6.562265 0.0 0.1 -0.1 0.0728
C 13.482533 28.804219 -4.659124 0.1 -0.5 0.0 -0.0923
C 12.387113 28.109459 -5.167326 -0.1 1.0 -0.5 -0.1166
C 11.511785 28.830077 -5.974985 -0.3 -0.2 -0.2 -0.1126
C 11.652586 30.196177 -6.197019 -0.1 0.3 0.1 -0.0762
C 12.720284 30.889400 -5.641261 0.6 -0.8 -0.3 -0.0955
C 13.688552 30.138889 -4.973093 -0.2 0.4 0.7 -0.0924
H 14.191662 28.324993 -3.997665 0.0 -0.2 -0.1 0.0416
H 12.146770 27.069317 -5.000605 0.4 -0.1 0.3 0.0716
H 10.691323 28.292014 -6.439271 -0.1 0.1 0.0 0.0946
H 10.939676 30.747880 -6.799094 -0.1 -0.2 0.0 0.0915
H 12.866979 31.949411 -5.806018 -0.1 0.0 0.0 0.0802
H 14.582478 30.596225 -4.562373 -0.1 0.2 -0.1 0.0749
C 7.695717 25.620950 -4.916103 -0.2 -0.4 -0.9 -0.0977
C 8.516823 26.727636 -4.820400 0.4 -0.2 0.2 -0.0945
C 9.625765 26.692110 -3.975174 -0.2 -0.3 0.3 -0.0995
C 9.976468 25.506377 -3.314673 -0.8 0.8 -0.8 -0.0775
C 9.180217 24.381872 -3.537480 0.4 -0.4 1.0 -0.1144
C 8.004584 24.432886 -4.263200 0.3 0.6 0.2 -0.1002
H 6.893893 25.635219 -5.646891 -0.3 0.1 0.3 0.1045
H 8.300675 27.602512 -5.419123 0.0 0.1 0.1 0.1012
H 10.192270 27.597345 -3.817296 0.1 0.0 0.0 0.0843
H 10.802426 25.531239 -2.618856 0.2 -0.3 -0.1 0.0785
H 9.452732 23.448087 -3.056053 0.0 0.0 0.1 0.1038
H 7.345064 23.576937 -4.258767 0.0 0.0 -0.4 0.1041
C 13.020923 28.689916 -9.802077 -0.1 0.9 0.1 -0.0968
C 13.575998 29.087300 -11.007273 0.2 -0.1 -0.4 -0.0918
C 14.955137 29.213442 -11.138065 0.0 -0.7 0.5 -0.0944
C 15.786828 28.878486 -10.058568 -0.4 0.2 -0.8 -0.0872
C 15.221407 28.453676 -8.859267 0.3 0.8 0.2 -0.0974
C 13.847525 28.475213 -8.708647 -0.5 -0.5 -0.1 -0.1110
H 11.941162 28.713211 -9.708278 0.0 -0.2 0.2 0.1039
H 12.936627 29.293561 -11.857406 0.0 0.0 0.0 0.1026
H 15.390487 29.467789 -12.094994 0.0 0.2 0.0 0.1032
H 16.842299 29.033465 -10.242161 0.2 -0.4 0.5 0.1079
H 15.794763 28.269487 -7.961723 0.4 -0.1 -0.1 0.0712
H 13.405158 28.337735 -7.726137 0.1 -0.2 -0.1 0.0793
C 9.563938 32.686150 -1.619413 0.8 0.1 0.1 -0.0936
C 9.402879 34.033212 -1.328211 -0.5 0.2 -0.5 -0.0925
C 9.794173 35.014671 -2.249268 -0.3 -0.6 0.5 -0.0876
C 10.335272 34.617551 -3.457926 0.4 0.2 -0.1 -0.0997
C 10.493714 33.268618 -3.740546 0.7 -0.1 -0.4 -0.1001
C 10.181674 32.303326 -2.817603 -0.9 -0.2 0.9 -0.0962
H 9.351105 31.934296 -0.870008 -0.3 0.0 0.0 0.0979
H 8.870909 34.354474 -0.441551 0.2 -0.1 0.2 0.0983
H 9.640496 36.044002 -1.955075 0.2 0.1 -0.3 0.1006
H 10.768200 35.322608 -4.158353 -0.4 0.2 0.0 0.0996
H 10.976977 32.963270 -4.662247 -0.1 0.1 -0.1 0.0765
H 10.361758 31.248736 -2.985872 0.1 0.0 -0.2 0.0984
C 13.340087 31.842649 -0.262370 -0.8 -0.4 -0.8 -0.0911
C 14.125762 32.539165 0.623210 0.8 0.3 0.2 -0.0882
C 15.401162 32.979838 0.228662 -0.9 0.1 0.3 -0.0828
C 15.834324 32.723648 -1.050463 0.5 -0.1 0.1 -0.0894
C 15.037665 32.010868 -1.935107 0.0 -0.6 0.0 -0.1343
C 13.766030 31.586930 -1.571419 0.7 0.4 0.5 -0.0818
H 12.354327 31.492483 0.023337 0.0 0.1 0.1 0.0975
H 13.764602 32.756266 1.619879 0.0 -0.1 0.0 0.0996
H 16.029551 33.556317 0.894412 -0.1 -0.1 0.1 0.1010
H 16.827505 33.076644 -1.303987 -0.1 -0.2 -0.3 0.1078
H 15.424623 31.710426 -2.901553 0.0 0.3 0.0 0.0747
H 13.154469 31.101077 -2.319461 -0.2 -0.2 0.2 0.0875
C 10.981615 34.829352 -10.062142 0.0 -0.9 0.0 -0.0940
C 10.451141 33.847223 -9.234331 0.1 0.1 0.2 -0.0884
C 11.010907 33.620444 -7.974005 -0.9 -0.2 -0.9 -0.0975
C 12.056025 34.401710 -7.573436 1.0 0.5 1.1 -0.1062
C 12.609274 35.391194 -8.385311 -0.2 -0.4 -0.4 -0.0873
C 12.109457 35.545579 -9.669146 -0.7 0.7 0.1 -0.0883
H 10.506949 34.921061 -11.030962 0.2 0.4 -0.1 0.0997
H 9.582786 33.295851 -9.572998 0.0 -0.1 0.1 0.0992
H 10.592939 32.861234 -7.325449 0.0 0.1 0.1 0.0813
H 12.439951 34.256209 -6.564526 0.1 0.1 -0.1 0.0869
H 13.420347 36.022026 -8.054744 0.1 -0.1 0.2 0.0889
H 12.464006 36.352224 -10.299608 0.2 -0.2 -0.1 0.1032
C 11.369616 25.308456 -8.906418 0.3 -0.1 -0.4 -0.0920
C 11.195493 24.218246 -9.735372 -0.3 -1.3 0.0 -0.0960
C 10.694318 23.018531 -9.218217 -0.1 0.2 0.1 -0.0918
C 10.312439 22.934054 -7.887750 -0.1 0.2 0.1 -0.0838
C 10.434325 24.049588 -7.062230 0.5 -0.1 -0.2 -0.0723
C 11.016887 25.204809 -7.563423 -0.2 0.4 0.0 -0.0858
H 11.820863 26.176144 -9.373441 -0.1 0.3 0.5 0.0834
H 11.436562 24.198939 -10.790717 0.2 0.5 0.0 0.1018
H 10.580174 22.147134 -9.850074 0.0 0.1 -0.1 0.0997
H 9.905753 22.010159 -7.496780 0.0 0.0 0.0 0.1017
H 10.163205 24.017043 -6.016172 -0.1 -0.1 0.0 0.0819
H 11.140058 26.047901 -6.893377 0.1 0.0 -0.1 0.0742
Br 15.435853 26.844204 1.520198 -0.2 -0.5 -0.4 0.5971
C 15.096800 25.800237 -0.129896 0.0 1.0 -0.2 -0.6631
C 14.061670 26.535157 -0.960395 -0.1 0.6 0.4 -0.6785
Br 14.093861 25.791852 -2.747994 -0.3 -0.2 0.0 0.7149
H 14.851723 24.772738 0.105987 0.0 0.0 0.2 0.0606
H 16.018045 25.884750 -0.697491 0.2 -0.3 0.2 0.0101
H 14.328767 27.589390 -1.031828 0.3 -0.1 -0.3 0.0465
H 13.039189 26.551295 -0.589027 0.0 -0.5 0.1 0.0591
Br 15.979423 22.895415 -7.031877 -0.2 0.2 0.0 0.6052
C 15.091409 24.472385 -7.770992 -0.1 0.2 0.0 -0.6842
C 14.632234 25.436072 -6.690225 1.0 -0.8 0.7 -0.6193
Br 16.270140 26.149016 -5.802926 -0.7 0.2 -0.4 0.6449
H 14.257230 24.090130 -8.354402 -0.1 0.1 0.0 0.0473
H 15.829787 24.930330 -8.421085 -0.1 0.0 -0.1 0.0442
H 14.149804 24.879109 -5.890474 -0.2 0.1 0.0 0.0305
H 14.003369 26.261226 -7.003673 0.2 0.1 -0.3 0.0271
Br 16.147897 33.990659 -9.246102 -0.2 -0.2 -0.1 0.6326
C 15.239393 32.268666 -9.195212 -0.3 -0.6 0.5 -0.6710
C 15.024281 31.792918 -7.764327 0.1 0.7 0.0 -0.6477
Br 16.760619 31.498349 -6.863193 -0.7 -0.1 -0.1 0.6416
H 15.816658 31.562259 -9.778378 0.2 0.1 0.0 0.0282
H 14.260469 32.368445 -9.662870 0.0 0.3 0.0 0.0671
H 14.416681 30.898223 -7.646975 0.4 -0.3 -0.5 0.0294
H 14.444650 32.555386 -7.238431 0.6 0.2 0.2 0.0235
```
Forces are in eV/Å.

The SMILES is c1ccccc1.c1ccccc1.c1ccccc1.c1ccccc1.c1ccccc1.c1ccccc1.c1ccccc1.c1ccccc1.c1ccccc1.BrCCBr.BrCCBr.BrCCBr. The highest occupied orbital energy comes out at -9.004 eV. The LUMO energy comes out at 0.43 eV. As for the multiplicity: 1.